*1*
Below is a structure of composition C50H39N11OSiTi, with properties calculated with the ωB97M-V functional and the def2-TZVPD basis.

Summary:
* Kohn-Sham gap: 4.14 eV
* total charge: 0

Last column: Mulliken charge in e.
Positions of all 103 atoms, in Å:
Ti  0.021  -0.324  -0.543  -0.46
C  2.557  4.138  -4.220  -0.77
C  1.571  3.728  -5.120  -0.67
C  0.484  2.986  -4.697  -0.56
C  0.419  2.638  -3.356  0.51
C  -0.508  1.847  -2.584  -0.10
N  -0.089  1.732  -1.301  -0.27
C  1.045  2.486  -1.167  0.25
N  1.650  2.790  -0.034  -0.34
C  1.285  2.300  1.122  -0.42
C  1.671  2.899  2.384  0.00
C  2.494  3.962  2.734  -0.21
C  2.568  4.322  4.067  -0.67
C  1.848  3.636  5.047  -0.82
C  1.016  2.583  4.714  -0.01
C  0.928  2.227  3.375  -0.07
C  0.149  1.248  2.656  -0.56
N  -0.632  0.352  3.276  0.12
C  -1.546  -2.415  3.291  1.86
N  -1.240  -1.692  1.024  0.43
C  -2.438  -2.227  0.797  0.15
N  -3.375  -1.707  0.038  -0.26
C  -3.230  -0.673  -0.767  -1.43
N  -2.104  -0.080  -1.214  1.18
C  -2.487  0.758  -2.249  -0.46
N  -1.715  1.495  -2.998  -0.53
C  -3.928  0.746  -2.408  0.16
C  -4.812  1.462  -3.202  -0.41
C  -6.167  1.299  -2.966  -0.60
C  -6.638  0.438  -1.978  -0.71
C  -5.763  -0.309  -1.207  -0.47
C  -4.407  -0.128  -1.422  0.50
C  -2.864  -3.434  1.542  0.20
C  -3.671  -4.427  1.003  -0.27
C  -4.001  -5.522  1.782  -0.91
C  -3.562  -5.622  3.094  -0.84
C  -2.773  -4.626  3.643  -0.76
C  -2.416  -3.546  2.857  -0.75
N  0.380  1.269  1.347  0.72
C  1.417  3.047  -2.448  0.43
C  2.489  3.818  -2.878  -0.23
H  3.390  4.720  -4.593  0.41
H  1.662  3.989  -6.165  0.41
H  -0.283  2.660  -5.380  0.54
H  3.059  4.486  1.979  0.57
H  3.193  5.155  4.362  0.40
H  1.939  3.944  6.079  0.40
H  0.453  2.056  5.469  0.55
H  -4.455  2.137  -3.964  0.57
H  -6.877  1.865  -3.551  0.42
H  -7.703  0.369  -1.810  0.44
H  -6.112  -0.993  -0.449  0.58
H  -4.022  -4.327  -0.013  0.55
H  -4.607  -6.312  1.367  0.44
H  -3.842  -6.470  3.699  0.43
H  -2.426  -4.686  4.662  0.57
H  3.236  4.154  -2.174  0.55
C  2.451  -3.828  1.133  -1.67
C  1.435  -2.726  1.173  1.16
N  1.542  -1.676  0.397  1.71
N  2.752  -1.587  -0.244  -1.18
C  2.780  -0.557  -1.033  0.40
O  1.731  0.161  -1.216  0.31
C  4.030  -0.232  -1.757  -0.68
C  4.658  -1.187  -2.548  -0.47
C  5.814  -0.863  -3.238  -0.72
C  6.365  0.403  -3.121  -0.46
C  5.738  1.354  -2.334  -0.82
C  4.568  1.046  -1.662  0.09
C  0.545  -2.711  2.264  -1.45
C  -0.963  -2.453  4.675  -1.41
C  -1.701  -1.441  5.116  -0.92
C  -2.360  -1.138  3.788  0.05
C  -1.852  0.073  3.106  -0.76
N  -0.636  -2.203  2.179  0.56
H  3.396  -3.470  1.543  0.37
H  2.632  -4.120  0.100  0.37
H  2.104  -4.674  1.721  0.41
H  4.237  -2.177  -2.626  0.45
H  6.283  -1.600  -3.871  0.39
H  7.286  0.641  -3.634  0.39
H  6.160  2.343  -2.245  0.41
H  4.074  1.782  -1.043  0.48
H  -0.236  -3.118  5.098  0.60
H  -1.808  -0.944  6.061  0.54
H  -3.444  -1.240  3.739  0.30
H  -2.522  0.646  2.452  0.65
C  -0.440  -4.472  -1.339  -0.73
Si  -0.856  -3.173  -2.685  0.12
C  -2.752  -3.084  -2.928  -0.72
C  -0.248  -3.915  -4.355  -1.26
C  0.074  -1.568  -2.318  0.54
H  -0.728  -5.473  -1.645  0.55
H  -0.942  -4.258  -0.400  0.11
H  0.629  -4.485  -1.148  0.06
H  -3.283  -2.880  -2.006  -0.05
H  -3.130  -4.025  -3.320  0.47
H  -3.021  -2.305  -3.637  0.32
H  -0.697  -4.886  -4.541  0.31
H  0.829  -4.049  -4.376  0.32
H  -0.514  -3.274  -5.190  0.33
H  -0.182  -0.837  -3.104  0.46
H  1.137  -1.806  -2.486  0.26


*2*
Below is a structure of composition C50H39N11OSiTi, with properties calculated with the ωB97M-V functional and the def2-TZVPD basis.

Summary:
* Kohn-Sham gap (alpha / beta): 5.33 / 5.33 eV
* total charge: 0

Last column: Mulliken charge in e.
Positions of all 103 atoms, in Å:
Ti  0.361  -0.276  -0.695  -1.74
C  -2.035  1.717  -6.520  -0.64
C  -1.036  2.718  -6.347  -0.70
C  -0.236  2.747  -5.244  -0.75
C  -0.410  1.743  -4.262  0.54
C  0.175  1.440  -3.030  -0.88
N  -0.365  0.336  -2.501  1.58
C  -1.355  -0.106  -3.300  -0.71
N  -2.207  -1.117  -2.939  -0.44
C  -2.138  -1.622  -1.758  0.07
C  -3.200  -2.465  -1.191  0.34
C  -4.262  -3.100  -1.819  -0.13
C  -5.184  -3.754  -1.021  -0.82
C  -5.057  -3.740  0.368  -1.12
C  -4.004  -3.079  0.984  -0.39
C  -3.068  -2.451  0.181  -0.83
C  -1.846  -1.637  0.579  1.46
N  -2.338  -0.409  1.193  -0.13
C  -1.996  0.759  0.848  -1.10
N  -1.027  1.197  -0.100  1.44
C  -0.968  2.534  -0.082  -0.01
N  -0.101  3.368  -0.621  -0.56
C  1.011  3.012  -1.243  0.30
N  1.182  2.009  -2.221  1.40
C  2.655  1.706  -2.347  -1.32
N  1.972  0.925  -1.452  -0.05
C  3.280  2.895  -1.750  0.84
C  4.613  3.263  -1.654  -1.20
C  4.927  4.419  -0.961  -0.39
C  3.928  5.214  -0.382  -0.71
C  2.601  4.849  -0.454  -0.45
C  2.280  3.671  -1.132  0.36
C  -2.008  3.063  0.829  -0.07
C  -2.351  4.363  1.157  -0.31
C  -3.337  4.529  2.121  -0.73
C  -3.943  3.431  2.732  -0.75
C  -3.585  2.131  2.398  -0.11
C  -2.604  1.976  1.436  0.58
N  -1.208  -1.372  -0.745  0.82
C  -1.412  0.731  -4.436  -0.16
C  -2.229  0.740  -5.588  -0.79
H  -2.649  1.743  -7.411  0.42
H  -0.920  3.474  -7.113  0.41
H  0.519  3.514  -5.123  0.53
H  -4.352  -3.071  -2.896  0.58
H  -6.021  -4.271  -1.472  0.40
H  -5.798  -4.247  0.973  0.43
H  -3.934  -3.052  2.062  0.47
H  5.383  2.656  -2.111  0.49
H  5.962  4.719  -0.867  0.41
H  4.207  6.128  0.125  0.42
H  1.822  5.458  -0.018  0.55
H  -1.866  5.203  0.682  0.57
H  -3.641  5.527  2.409  0.41
H  -4.706  3.598  3.481  0.44
H  -4.045  1.270  2.862  0.57
H  -2.992  -0.016  -5.713  0.54
C  4.391  -2.557  -0.323  -2.02
C  3.035  -2.106  -0.753  1.15
N  2.256  -1.393  -0.027  1.40
N  2.774  -1.006  1.196  -1.43
C  1.969  -0.135  1.728  0.16
O  0.857  0.227  1.179  0.49
C  2.300  0.501  3.025  -0.22
C  3.409  0.085  3.761  -0.22
C  3.687  0.672  4.983  -0.90
C  2.863  1.678  5.474  -0.42
C  1.764  2.095  4.741  -1.08
C  1.479  1.508  3.518  -0.02
C  2.528  -2.441  -2.097  0.62
C  3.322  -3.074  -3.045  -1.05
C  2.776  -3.366  -4.284  -0.52
C  1.459  -3.033  -4.522  -1.20
C  0.742  -2.382  -3.525  0.04
N  1.259  -2.078  -2.339  0.56
H  4.465  -2.561  0.759  0.41
H  5.146  -1.865  -0.705  0.34
H  4.611  -3.546  -0.717  0.52
H  4.037  -0.702  3.368  0.48
H  4.545  0.344  5.554  0.43
H  3.083  2.136  6.430  0.40
H  1.123  2.879  5.122  0.44
H  0.620  1.820  2.940  0.47
H  4.349  -3.323  -2.825  0.41
H  3.372  -3.852  -5.044  0.42
H  0.979  -3.249  -5.465  0.49
H  -0.286  -2.101  -3.689  0.39
C  -2.596  -1.537  4.122  -1.08
Si  -1.306  -2.677  3.367  0.26
C  -1.830  -4.468  3.618  -1.16
C  0.328  -2.388  4.248  -1.03
C  -0.922  -2.400  1.518  0.30
H  -2.905  -1.942  5.089  0.51
H  -3.479  -1.396  3.504  0.29
H  -2.169  -0.547  4.294  0.30
H  -2.043  -4.671  4.668  0.38
H  -1.035  -5.148  3.303  0.31
H  -2.720  -4.722  3.042  0.35
H  0.280  -2.688  5.295  0.44
H  0.593  -1.331  4.219  0.09
H  1.140  -2.946  3.777  0.30
H  -0.746  -3.389  1.079  0.54
H  0.056  -1.915  1.541  -0.71


Of them, the most stable is *2* and the least stable is *1*.